# 1
{"formula": "C25H47B3BrNO5PSi", "method": "wB97M-V/def2-TZVPD", "elements": ["C", "Si", "C", "C", "C", "C", "C", "C", "C", "C", "C", "B", "O", "B", "O", "B", "P", "O", "Br", "O", "C", "C", "C", "C", "C", "C", "H", "H", "H", "H", "H", "H", "H", "H", "H", "H", "H", "H", "H", "H", "H", "H", "H", "H", "H", "H", "H", "H", "H", "H", "H", "H", "H", "H", "H", "C", "C", "C", "C", "C", "C", "N", "O", "C", "C", "C", "H", "H", "H", "H", "H", "H", "H", "H", "H", "H", "H", "H", "H", "H", "H", "H", "H", "H"], "coordinates": [[0.70487, 5.48007, 1.33534], [1.35495, 3.92397, 0.51431], [2.78745, 4.27478, -0.63779], [-0.00816, 3.10345, -0.51193], [0.28368, 1.60551, -0.71961], [-0.53337, 0.94341, -1.85701], [-1.29996, -0.27130, -1.31523], [-2.58371, 0.15587, -0.57238], [-2.62583, -0.25510, 0.91737], [-2.74118, 0.92190, 1.91406], [-4.02973, 0.94042, 2.77239], [-4.48214, 2.41991, 2.90893], [-3.89738, 3.29248, 3.82554], [-3.48021, 4.47760, 3.24691], [-4.36389, 5.10033, 2.37845], [-4.92884, 4.18067, 1.50617], [-5.05332, 4.57835, -0.40494], [-4.33949, 3.23048, -1.04485], [-3.36973, 6.02486, -0.53514], [-5.40527, 2.99493, 2.02078], [1.84177, 2.62983, 1.79108], [0.98073, 2.38596, 2.87473], [1.26455, 1.39939, 3.81667], [2.42457, 0.63680, 3.68737], [3.30134, 0.87373, 2.63028], [3.00879, 1.85956, 1.68892], [0.92303, 5.48866, 2.40457], [-0.37427, 5.55053, 1.19248], [1.18225, 6.36448, 0.91069], [3.63759, 4.70378, -0.10337], [2.45970, 5.02824, -1.35814], [3.11121, 3.38464, -1.17927], [-0.93877, 3.20909, 0.05965], [-0.14566, 3.62046, -1.46470], [0.03821, 1.10163, 0.21768], [1.35068, 1.47349, -0.91907], [-1.23631, 1.66768, -2.26744], [0.15502, 0.60369, -2.63441], [-0.64922, -0.80220, -0.61150], [-1.51484, -0.96682, -2.13228], [-3.46217, -0.23312, -1.08322], [-2.62610, 1.24525, -0.61773], [-1.74195, -0.83393, 1.19044], [-3.49254, -0.89955, 1.07353], [-2.66606, 1.86798, 1.36299], [-1.88060, 0.90642, 2.58497], [-3.84338, 0.52993, 3.76693], [-4.82308, 0.36036, 2.29932], [-2.37092, 4.88186, 3.38714], [-3.38870, 3.35338, -1.15387], [0.07080, 2.96994, 2.97446], [0.58096, 1.22470, 4.63763], [2.65236, -0.13230, 4.41347], [4.20531, 0.28340, 2.54286], [3.67893, 2.04708, 0.85822], [1.33864, -6.09713, -3.07198], [0.86682, -4.62973, -2.91660], [1.90148, -3.60524, -3.44002], [3.10109, -3.32502, -2.54415], [2.67115, -3.00224, -1.12127], [1.81162, -4.10469, -0.48632], [0.63615, -4.26553, -1.45924], [-0.27448, -3.50113, -1.25832], [2.62311, -5.39170, -0.30112], [1.27843, -3.68488, 0.87510], [-0.43433, -4.46562, -3.68753], [1.49247, -6.60334, -2.12401], [0.58262, -6.67663, -3.59522], [2.26683, -6.15829, -3.63644], [1.37341, -2.66400, -3.61912], [2.22487, -3.97764, -4.41104], [3.80036, -4.16310, -2.55804], [3.64413, -2.47249, -2.95294], [3.53255, -2.86838, -0.46735], [2.11204, -2.06030, -1.10721], [1.99886, -6.20442, 0.07024], [3.39066, -5.19464, 0.44384], [3.12852, -5.72831, -1.20115], [0.78354, -2.71511, 0.85190], [2.12252, -3.61203, 1.55624], [0.58084, -4.42295, 1.27170], [-1.23090, -5.07314, -3.25721], [-0.25257, -4.80719, -4.70421], [-0.77233, -3.43169, -3.73096]], "charge": 1, "homo_ev": -10.37, "de_lowest_kcal_mol": 0.00, "lumo_ev": -6.26, "e_tot_ev": -127653.1148, "max_force_ev_per_a": 3.63}

---

# 2
{"formula": "C5H7NS2", "method": "wB97M-V/def2-TZVPD", "elements": ["C", "C", "C", "C", "C", "N", "S", "S", "H", "H", "H", "H", "H", "H", "H"], "coordinates": [[-2.62008, 1.41053, -0.02159], [-3.72507, 0.58916, 0.24956], [1.77698, -0.86119, 0.32414], [0.94591, -0.10061, -0.36754], [3.20199, -0.91836, -0.06720], [-1.39539, 1.16202, -0.28853], [-3.63429, -1.01352, -0.02286], [-0.79758, -0.45202, -0.29402], [-2.80420, 2.50231, 0.22238], [-4.59838, 1.07914, 0.70967], [1.40129, -1.50554, 1.11203], [1.40425, 0.49480, -1.12352], [3.71729, -1.83224, 0.26738], [3.44840, -0.56376, -1.09398], [3.67889, 0.00928, 0.39408]], "charge": 0, "homo_ev": [-7.17, -8.49], "de_lowest_kcal_mol": 6.12, "lumo_ev": [0.82, -2.58], "multiplicity": 3, "e_tot_ev": -28454.8268, "max_force_ev_per_a": 2.99, "s_squared": 2.0248}

---

# 3
{"formula": "C4H13NO2", "method": "wB97M-V/def2-TZVPD", "elements": ["C", "C", "C", "N", "C", "H", "H", "H", "H", "H", "H", "H", "H", "H", "O", "H", "H", "O", "H", "H"], "coordinates": [[0.09104, -0.62742, 2.46266], [0.82681, 0.29275, 1.78177], [0.36616, 0.97650, 0.54033], [1.11533, 0.63923, -0.67850], [0.69164, 1.56723, -1.73962], [0.52051, -1.06868, 3.45133], [-0.88842, -0.88079, 2.08668], [1.88638, 0.56065, 1.84746], [0.05465, 2.01371, 0.47400], [-0.68010, 0.52059, 0.46635], [2.13215, 0.60923, -0.65658], [-0.39565, 1.64362, -1.88878], [1.18871, 1.25621, -2.73869], [1.23184, 2.57051, -1.57423], [-2.41395, -2.28112, 0.31299], [-2.64938, -1.70336, 1.05738], [-1.88340, -1.69988, -0.26277], [-0.69648, -1.29639, -1.76257], [-0.58152, -2.18084, -1.89438], [0.08368, -0.91176, -1.28482]], "charge": 0, "homo_ev": -9.32, "de_lowest_kcal_mol": 50.74, "smiles": "C=CCNC.O.O", "lumo_ev": 0.89, "e_tot_ev": -9941.9964, "max_force_ev_per_a": 4.24}